1.
C23H25BrN8O3PbS2 as an isolated structure, computed with wB97M-V/def2-TZVPD.

Computed properties:
maximum force	0.017	hartree/bohr
gap between HOMO and LUMO	0.21690	Ha
ΔE to the lowest compared entry with this formula, charge and spin	0.695	eV

Structure (ORCA input):
```
! RIJCOSX wB97M-V def2-TZVPD def2/J DEFGRID3
* xyz 2 1
Pb 0.023 -1.465 -0.027
C -1.632 1.643 3.510
C -1.588 0.852 2.226
N -0.448 0.318 1.824
N 0.624 0.739 2.562
C 1.751 0.261 2.566
S 2.942 -0.934 2.110
S 3.271 0.670 3.427
C 4.072 2.024 2.420
C 4.971 1.492 1.358
C 4.539 1.452 0.036
C 5.374 0.943 -0.949
C 6.632 0.462 -0.613
C 7.063 0.496 0.709
C 6.237 1.012 1.693
C -2.782 0.709 1.438
C -3.821 1.657 1.656
C -4.973 1.656 0.926
C -5.160 0.665 -0.052
C -4.192 -0.278 -0.282
C -2.980 -0.291 0.438
O -2.139 -1.262 0.164
H -0.974 1.202 4.252
H -2.636 1.683 3.918
H -1.282 2.664 3.336
H 4.611 2.569 3.198
H 3.250 2.630 2.043
H 3.560 1.840 -0.230
H 5.043 0.933 -1.980
H 7.285 0.072 -1.384
H 8.050 0.134 0.970
H 6.586 1.061 2.721
H -3.681 2.439 2.390
H -5.732 2.408 1.099
H -6.079 0.646 -0.627
H -4.320 -1.046 -1.036
C -2.389 3.136 -3.021
C -1.239 2.166 -2.957
C -0.311 2.033 -3.981
C 0.735 1.128 -3.872
C 0.808 0.375 -2.723
Br 2.246 -0.841 -2.485
N -0.075 0.455 -1.732
C -1.074 1.341 -1.855
H -2.297 3.800 -3.878
H -2.434 3.747 -2.118
H -3.340 2.605 -3.103
H -0.401 2.640 -4.874
H 1.469 1.009 -4.655
H -1.782 1.379 -1.033
N -0.951 -3.809 1.751
N -1.656 -4.746 1.000
C -1.754 -4.658 -0.341
N -2.491 -5.579 -0.945
N -1.083 -3.650 -0.919
N -1.274 -3.347 -2.239
O -1.899 -4.037 -3.032
O -0.710 -2.302 -2.563
H -0.240 -4.284 2.292
H -1.592 -3.330 2.373
H -2.141 -5.489 1.472
H -2.987 -6.287 -0.430
H -2.603 -5.511 -1.943
*
```

In elementary charge units, the Löwdin charges are: 1.34 -0.01 -0.22 -0.04 0.00 -0.90 0.76 0.97 -0.30 -0.35 -0.06 -0.07 -0.05 -0.05 -0.04 -0.12 -0.03 -0.06 -0.04 -0.01 -0.36 -0.30 0.08 0.09 0.11 0.10 0.11 0.12 0.10 0.12 0.12 0.13 0.11 0.11 0.12 0.12 -0.02 -0.22 0.02 -0.07 -0.74 0.78 -0.08 -0.06 0.09 0.09 0.09 0.13 0.12 0.12 0.03 0.00 -0.37 0.23 0.03 -0.40 0.09 -0.06 0.10 0.10 0.16 0.14 0.10



2.
A 3-piece molecular cluster, C5H14N3 overall at a distorted geometry, computed with wB97M-V/def2-TZVPD.

Computed properties:
maximum force	0.168	hartree/bohr
gap between HOMO and LUMO	0.17253	Ha
ΔE to the lowest compared entry with this formula, charge and spin	9.803	eV

Structure (ORCA input):
```
! RIJCOSX wB97M-V def2-TZVPD def2/J DEFGRID3
* xyz 1 1
C -3.039 -0.232 -0.756
C -1.723 -0.882 -0.562
C -0.897 -1.662 -1.422
C 0.674 1.066 0.686
N 3.749 -0.290 -0.309
C 2.481 -0.435 -0.108
N 1.509 0.391 -0.478
N -2.028 1.497 2.197
H -2.737 0.863 -0.634
H -3.506 -0.509 -1.866
H -3.935 -0.619 -0.217
H -1.225 -0.584 0.416
H -1.334 -2.293 -2.102
H 0.144 -1.520 -1.171
H 0.851 2.076 0.364
H 1.120 0.680 1.632
H 4.471 -1.010 -0.181
H 2.244 -0.985 0.804
H 1.919 1.097 -1.112
H -1.112 1.576 1.683
H -2.347 2.269 2.803
H -2.136 0.637 2.674
*
```

In elementary charge units, the Löwdin charges are: -0.12 -0.20 0.10 0.27 0.15 -0.36 0.05 0.03 0.10 0.14 0.09 0.07 0.04 0.03 0.10 0.13 0.09 0.13 0.16 -0.03 0.05 0.00



3.
C28H25N8O2Ru as an isolated structure, computed with wB97M-V/def2-TZVPD.

Computed properties:
maximum force	0.016	hartree/bohr
gap between HOMO and LUMO	0.23471	Ha
ΔE to the lowest compared entry with this formula, charge and spin	0.000	eV

Structure (ORCA input):
```
! RIJCOSX wB97M-V def2-TZVPD def2/J DEFGRID3
* xyz 1 1
Ru -0.870 0.257 -0.789
O -0.899 2.952 -3.930
C -0.823 2.322 -2.903
N -1.374 1.106 -2.591
C -2.127 0.362 -3.460
O -2.500 0.630 -4.577
C -2.528 -0.969 -2.832
C -3.299 -1.851 -3.568
C -3.701 -3.043 -2.991
C -3.331 -3.305 -1.681
C -2.553 -2.380 -1.010
N -2.136 -1.239 -1.569
C -0.024 2.878 -1.729
C 0.507 4.150 -1.833
C 1.215 4.679 -0.768
C 1.372 3.905 0.370
C 0.823 2.636 0.396
N 0.137 2.115 -0.626
H -3.565 -1.566 -4.577
H -4.298 -3.752 -3.547
H -3.632 -4.214 -1.180
H -2.247 -2.554 0.013
H 0.342 4.689 -2.756
H 1.635 5.674 -0.823
H 1.916 4.267 1.232
H 0.952 2.003 1.262
N -4.200 1.108 1.487
C -3.566 1.072 0.313
N -2.314 0.717 0.532
C -2.235 0.560 1.886
N -3.380 0.788 2.493
C -0.997 0.356 2.646
C -0.938 0.898 3.924
N 0.153 0.902 4.679
C 1.228 0.370 4.122
C 1.220 -0.215 2.868
N 0.103 -0.260 2.122
H -5.166 1.326 1.674
H -4.008 1.281 -0.647
H -1.831 1.355 4.326
H 2.151 0.375 4.688
H 2.104 -0.683 2.474
C 1.091 -3.180 0.626
C 1.178 -1.713 0.192
C 0.979 -1.671 -1.345
C -0.027 -0.925 0.807
C 2.565 -1.127 0.468
C 2.877 0.155 0.014
C 4.102 0.739 0.297
C 5.054 0.045 1.030
C 4.772 -1.242 1.460
C 3.540 -1.822 1.182
H 0.142 -3.605 0.293
H 1.137 -3.288 1.712
H 1.892 -3.777 0.187
H 0.143 -2.289 -1.662
H 1.877 -2.037 -1.847
H 0.847 -0.642 -1.739
H -0.824 -1.642 1.030
H 2.152 0.715 -0.561
H 4.317 1.737 -0.066
H 6.012 0.496 1.249
H 5.513 -1.804 2.013
H 3.346 -2.825 1.538
*
```

In elementary charge units, the Löwdin charges are: 1.06 0.12 -0.43 -0.01 -0.44 0.11 -0.16 0.02 -0.03 -0.03 -0.12 -0.03 -0.16 0.02 -0.03 -0.04 -0.13 -0.02 0.13 0.12 0.11 0.10 0.13 0.12 0.12 0.10 0.06 -0.08 -0.02 -0.27 0.15 -0.10 -0.04 0.13 -0.06 0.02 0.03 0.17 0.15 0.13 0.13 0.11 -0.04 -0.46 -0.05 -0.20 -0.23 -0.05 -0.06 -0.07 -0.06 -0.06 0.08 0.09 0.10 0.07 0.11 0.06 0.09 0.09 0.11 0.11 0.11 0.11



4.
One molecule with the formula C2H2N2O2 at a distorted geometry, computed with wB97M-V/def2-TZVPD.

Computed properties:
maximum force	0.177	hartree/bohr
structure (SMILES)	O=c1cn[nH]o1
gap between HOMO and LUMO	0.36182	Ha
ΔE to the lowest compared entry with this formula, charge and spin	4.530	eV

Structure (ORCA input):
```
! RIJCOSX wB97M-V def2-TZVPD def2/J DEFGRID3
* xyz 0 1
C 0.881 -0.309 -0.121
C 0.304 0.939 -0.075
H 0.844 1.925 0.426
H -1.952 -0.947 0.297
N -0.984 0.636 -0.141
N -1.126 -0.567 -0.262
O 2.108 -0.346 -0.163
O -0.076 -1.332 0.039
*
```

In elementary charge units, the Löwdin charges are: -0.49 -0.04 0.20 0.21 0.06 -0.11 0.07 0.11



5.
C33H44ClN6O2SSi3Ti as an isolated structure at a distorted geometry, computed with wB97M-V/def2-TZVPD.

Computed properties:
maximum force	0.031	hartree/bohr
expectation value of S²	0.765
gap between HOMO and LUMO (alpha / beta)	0.23958 / 0.25790	Ha
ΔE to the lowest compared entry with this formula, charge and spin	0.263	eV

Structure (ORCA input):
```
! RIJCOSX wB97M-V def2-TZVPD def2/J DEFGRID3
* xyz 0 2
Ti 0.185 -0.110 -0.257
N 0.021 -2.479 3.656
C -0.084 -1.740 2.516
S 1.332 -1.470 1.586
N -1.284 -1.280 2.259
N -1.271 -0.369 1.225
C -2.326 0.364 1.212
C -2.270 1.584 0.434
C -3.307 2.506 0.387
C -3.084 3.717 -0.239
C -1.834 3.968 -0.787
C -0.868 2.981 -0.720
N -1.079 1.803 -0.132
H 0.830 -3.069 3.742
H -0.842 -2.830 4.038
H -3.146 0.139 1.885
H -4.256 2.268 0.849
H -3.868 4.462 -0.290
H -1.604 4.911 -1.262
H 0.115 3.143 -1.137
Cl 4.010 4.414 -4.872
C 2.972 3.358 -3.956
C 1.705 3.037 -4.446
C 0.875 2.192 -3.741
C 1.307 1.624 -2.533
O 0.565 0.754 -1.876
C 2.543 2.016 -2.015
C 2.924 1.690 -0.655
N 2.215 1.073 0.217
C 2.793 1.065 1.534
C 4.043 0.588 1.779
C 4.559 0.540 3.098
C 3.802 0.966 4.146
C 2.492 1.465 3.913
C 1.644 1.900 4.959
C 0.388 2.341 4.670
C -0.025 2.351 3.315
N 0.729 1.970 2.323
C 1.982 1.522 2.605
C 3.380 2.871 -2.740
H 1.376 3.464 -5.384
H -0.108 1.947 -4.114
H 3.878 2.115 -0.336
H 4.630 0.184 0.962
H 5.550 0.138 3.262
H 4.178 0.921 5.160
H 2.005 1.866 5.980
H -0.289 2.675 5.445
H -1.027 2.689 3.059
H 4.339 3.161 -2.329
C -3.661 -0.119 -2.070
O -2.380 -0.560 -1.682
Si -1.952 -2.197 -1.567
C -2.958 -2.934 -0.185
C -2.674 -3.087 -3.052
C -0.126 -2.104 -1.441
Si 0.612 -3.727 -0.837
C 0.312 -5.251 -1.921
C 2.489 -3.656 -0.778
C -0.103 -4.386 0.781
Si 0.538 -1.790 -3.190
C -0.503 -0.627 -4.248
C 2.349 -1.256 -3.144
C 0.598 -3.275 -4.365
H -3.968 -0.564 -3.021
H -3.630 0.966 -2.197
H -4.421 -0.355 -1.316
H -4.010 -2.745 -0.429
H -2.752 -2.547 0.812
H -2.827 -4.019 -0.157
H -3.766 -3.103 -2.980
H -2.339 -4.126 -3.048
H -2.406 -2.662 -4.017
H 0.909 -5.291 -2.828
H -0.735 -5.387 -2.201
H 0.591 -6.114 -1.305
H 2.892 -3.873 -1.772
H 2.862 -4.426 -0.095
H 2.893 -2.697 -0.452
H -0.588 -5.346 0.584
H -0.840 -3.736 1.239
H 0.695 -4.559 1.508
H -1.060 0.117 -3.687
H -1.207 -1.224 -4.828
H 0.148 -0.125 -4.971
H 2.668 -0.902 -2.161
H 2.558 -0.463 -3.869
H 2.976 -2.111 -3.404
H -0.276 -3.924 -4.321
H 1.486 -3.895 -4.234
H 0.643 -2.849 -5.374
*
```

In elementary charge units, the Löwdin charges are: 0.87 0.08 -0.84 0.78 0.00 -0.12 -0.08 -0.28 -0.01 -0.05 -0.03 -0.08 0.06 0.08 0.10 0.14 0.12 0.11 0.11 0.11 0.65 -0.66 -0.08 0.00 -0.36 -0.26 -0.14 -0.05 0.05 -0.30 -0.04 -0.06 -0.03 -0.15 -0.01 -0.04 -0.12 0.13 -0.20 -0.05 0.11 0.11 0.14 0.12 0.11 0.11 0.12 0.10 0.11 0.12 -0.14 -0.32 0.28 -0.15 -0.15 -0.48 0.36 -0.19 -0.20 -0.20 0.42 -0.18 -0.16 -0.19 0.08 0.08 0.09 0.04 0.01 0.04 0.04 0.02 0.02 0.01 0.02 0.03 0.03 0.04 -0.01 0.03 -0.01 0.03 0.01 0.02 0.04 0.02 0.04 0.03 0.02 0.02 0.04



6.
A 2-piece molecular cluster, C3H7N3OS overall at a distorted geometry, computed with wB97M-V/def2-TZVPD.

Computed properties:
maximum force	0.122	hartree/bohr
gap between HOMO and LUMO	0.29789	Ha
ΔE to the lowest compared entry with this formula, charge and spin	5.163	eV

Structure (ORCA input):
```
! RIJCOSX wB97M-V def2-TZVPD def2/J DEFGRID3
* xyz 0 1
C -1.742 -0.192 -0.544
C -0.537 0.859 -0.689
C 1.522 1.301 0.346
H -1.123 -1.993 -0.932
H -2.524 -1.836 0.177
H -2.581 0.009 0.141
H -2.146 -0.207 -1.683
H 0.342 -0.549 0.454
H 1.439 2.148 -0.275
H 3.728 -0.348 2.470
N -1.512 -1.573 -0.033
N 0.453 0.509 0.139
N 2.693 0.948 0.921
O -0.741 1.836 -1.491
S 2.729 -0.914 1.001
*
```

In elementary charge units, the Löwdin charges are: -0.21 -0.41 -0.31 0.10 0.10 0.11 0.15 0.12 0.11 0.09 -0.05 0.02 -0.33 0.01 0.50



7.
A 2-piece molecular cluster, C36H50FO4 overall at a distorted geometry, computed with wB97M-V/def2-TZVPD.

Computed properties:
maximum force	0.062	hartree/bohr
gap between HOMO and LUMO	0.15352	Ha

Structure (ORCA input):
```
! RIJCOSX wB97M-V def2-TZVPD def2/J DEFGRID3
* xyz -1 1
C 0.759 1.370 4.466
C 1.064 0.585 3.212
O 1.895 1.379 2.360
C 2.397 0.710 1.276
C 3.242 1.615 0.536
C 3.593 1.402 -0.833
O 4.037 2.351 -1.510
C 3.467 0.062 -1.554
C 2.185 -0.043 -2.370
C 2.040 1.001 -3.495
C 0.868 1.986 -3.304
C 1.282 3.452 -3.051
C 0.471 4.137 -1.940
C 0.915 3.825 -0.503
C 2.193 4.556 -0.091
C 2.732 4.087 1.254
C 3.681 2.873 1.239
O 2.125 -0.466 1.048
H 0.108 0.750 5.094
H 1.687 1.568 5.020
H 0.254 2.321 4.246
H 1.615 -0.318 3.496
H 0.149 0.307 2.667
H 4.351 -0.024 -2.206
H 3.480 -0.725 -0.795
H 2.193 -1.034 -2.838
H 1.328 -0.022 -1.680
H 2.986 1.539 -3.623
H 1.866 0.469 -4.440
H 0.256 1.967 -4.222
H 0.214 1.632 -2.492
H 2.361 3.507 -2.840
H 1.112 4.019 -3.979
H 0.551 5.222 -2.090
H -0.586 3.852 -2.034
H 0.101 4.135 0.173
H 1.044 2.742 -0.338
H 2.959 4.437 -0.868
H 1.955 5.632 -0.034
H 3.301 4.923 1.678
H 1.913 3.855 1.946
H 3.845 2.610 2.291
H 4.633 3.161 0.777
C -4.124 -6.301 -0.300
C -3.135 -5.193 -0.695
C -2.215 -5.764 -1.768
C -3.927 -4.024 -1.306
C -2.313 -4.703 0.528
C -0.958 -4.514 0.516
C -0.224 -3.938 1.621
C 1.174 -3.758 1.546
C 2.013 -3.738 2.722
C 1.789 -2.761 3.717
C 2.551 -2.766 4.877
F 2.414 -1.740 5.786
C 3.506 -3.743 5.146
C 3.695 -4.743 4.186
C 3.033 -4.708 2.962
C -0.970 -3.722 2.827
C -2.330 -3.810 2.897
C -3.134 -3.316 4.127
C -3.910 -2.034 3.786
C -2.229 -3.013 5.321
C -4.134 -4.374 4.598
C -3.067 -4.223 1.698
O -4.320 -4.123 1.656
H -4.822 -5.928 0.453
H -4.697 -6.626 -1.179
H -3.572 -7.160 0.099
H -1.522 -4.997 -2.135
H -1.651 -6.617 -1.366
H -2.819 -6.119 -2.615
H -3.239 -3.229 -1.622
H -4.488 -4.381 -2.181
H -4.626 -3.622 -0.565
H -0.360 -4.824 -0.351
H 1.647 -3.856 0.579
H 1.054 -1.984 3.537
H 4.028 -3.764 6.098
H 4.383 -5.562 4.401
H 3.191 -5.478 2.210
H -0.425 -3.490 3.737
H -4.629 -2.232 2.985
H -4.444 -1.707 4.688
H -3.223 -1.239 3.472
H -1.691 -3.919 5.635
H -1.512 -2.210 5.101
H -2.864 -2.683 6.156
H -3.590 -5.279 4.890
H -4.680 -3.990 5.467
H -4.844 -4.598 3.799
*
```

In elementary charge units, the Löwdin charges are: -0.07 -0.25 -0.05 -0.48 -0.14 -0.40 -0.05 -0.14 -0.20 -0.20 -0.20 -0.21 -0.22 -0.21 -0.22 -0.20 -0.17 0.01 0.07 0.08 0.08 0.08 0.13 0.12 0.09 0.09 0.11 0.10 0.09 0.10 0.10 0.09 0.10 0.10 0.10 0.11 0.11 0.10 0.10 0.10 0.10 0.10 0.11 -0.05 -0.55 -0.08 -0.04 -0.06 0.04 -0.17 0.08 -0.19 0.02 -0.23 0.04 -0.01 -0.08 -0.02 0.04 -0.06 -0.55 -0.04 -0.07 -0.06 -0.27 0.01 0.07 0.08 0.09 0.08 0.09 0.09 0.09 0.08 0.08 0.11 0.13 0.10 0.11 0.10 0.11 0.09 0.08 0.08 0.09 0.09 0.08 0.09 0.09 0.08 0.07



8.
An isolated ion of composition C2H10N2O2P and charge +1 at a distorted geometry, computed with wB97M-V/def2-TZVPD.

Computed properties:
maximum force	0.119	hartree/bohr
gap between HOMO and LUMO	0.40358	Ha
ΔE to the lowest compared entry with this formula, charge and spin	4.448	eV

Structure (ORCA input):
```
! RIJCOSX wB97M-V def2-TZVPD def2/J DEFGRID3
* xyz 1 1
C -0.220 -0.627 -1.486
C 1.344 0.380 1.225
N -2.500 -0.643 0.290
N 2.419 -0.036 0.323
O -0.716 1.821 -0.404
O -1.298 -0.470 1.079
P -0.121 0.068 0.171
H 0.119 -1.755 -1.535
H -1.245 -0.581 -1.794
H 0.470 -0.181 -2.187
H 1.201 1.398 1.489
H 1.139 -0.061 2.126
H -3.105 -1.245 0.822
H -3.117 0.180 0.340
H 3.154 0.626 0.377
H 2.721 -0.993 0.383
H -0.245 2.119 -1.219
*
```

In elementary charge units, the Löwdin charges are: -0.16 -0.26 0.05 0.00 -0.24 -0.26 1.01 0.12 0.04 0.06 0.10 0.07 0.10 0.12 0.08 0.10 0.06



9.
C13H24Cl2O3Zr as an isolated structure at a distorted geometry, computed with wB97M-V/def2-TZVPD.

Computed properties:
maximum force	0.151	hartree/bohr
gap between HOMO and LUMO	0.20868	Ha
ΔE to the lowest compared entry with this formula, charge and spin	1.258	eV

Structure (ORCA input):
```
! RIJCOSX wB97M-V def2-TZVPD def2/J DEFGRID3
* xyz -2 1
C 1.874 0.688 -0.886
C 0.826 1.585 -1.290
C -0.085 0.869 -2.099
C 0.767 3.044 -1.037
C 0.358 -0.470 -2.194
C 1.580 -0.593 -1.450
C 2.450 -1.795 -1.399
C 3.098 1.055 -0.130
C -1.276 1.436 -2.773
C -0.267 -1.511 -3.042
Zr 0.042 -0.160 0.183
Cl -2.151 4.306 1.710
Cl 0.213 1.649 1.735
O -0.668 -2.059 0.117
H 1.423 3.341 -0.228
H -0.238 3.365 -0.780
H 1.072 3.577 -1.940
H -1.744 2.210 -2.174
H -2.023 0.675 -2.973
H -0.981 1.878 -3.727
H -1.350 -1.500 -2.957
H 0.073 -2.505 -2.779
H -0.009 -1.326 -4.087
H 1.864 -2.710 -1.407
H 3.064 -1.801 -0.504
H 3.117 -1.811 -2.262
H 2.884 1.802 0.628
H 3.851 1.458 -0.809
H 3.524 0.194 0.376
H -1.633 -2.101 0.079
O 1.082 -1.020 1.555
H 1.005 -1.986 1.494
C -2.426 0.182 3.698
C -1.522 -0.668 2.804
C -1.844 -2.152 3.002
O -1.742 -0.279 1.460
H -3.493 0.026 3.432
H -2.183 1.258 3.571
H -2.278 -0.086 4.766
H -0.489 -0.475 3.137
H -2.890 -2.367 2.694
H -1.158 -2.791 2.414
H -1.719 -2.431 4.070
*
```

In elementary charge units, the Löwdin charges are: -0.37 -0.35 -0.30 -0.09 -0.32 -0.36 -0.05 -0.06 -0.03 -0.05 1.44 -0.88 0.17 -0.44 0.05 0.05 0.08 0.09 0.07 0.08 0.07 0.06 0.08 0.07 0.07 0.07 0.05 0.08 0.07 -0.01 -0.45 0.00 -0.10 -0.65 -0.10 -0.47 0.07 0.06 0.06 0.07 0.07 0.05 0.06